Record 1
# C32H31IrN6S2SbSe4Te

C32H31IrN6S2SbSe4Te as an isolated structure (ωB97M-V with the def2-TZVPD basis set, the Open Molecules 2025 dataset).

LUMO (alpha / beta): -1.30 / -1.30 eV
energy above the lowest of the compared OMol25 structures with the same formula, charge and spin: 0.0 kcal/mol
frontier orbital gap (alpha / beta): 4.92 / 4.71 eV

The geometry in ORCA input format:
```
! RIJCOSX wB97M-V def2-TZVPD def2/J DEFGRID3
* xyz 0 2
Ir -0.45 0.71 -0.15
C 3.10 0.20 4.35
C 1.65 -0.13 4.71
N 1.01 -1.02 3.77
C 0.51 -0.64 2.59
S 0.57 1.05 2.18
N -0.03 -1.57 1.85
N -0.48 -1.25 0.63
C -1.06 -2.20 -0.08
C -1.21 -3.60 0.41
C -1.52 -1.83 -1.38
C -1.85 -2.77 -2.38
C -2.31 -2.34 -3.60
C -2.46 -0.96 -3.81
C -2.12 -0.10 -2.80
N -1.64 -0.49 -1.62
H 3.55 0.77 5.15
H 3.13 0.79 3.43
H 3.68 -0.71 4.19
H 1.07 0.80 4.74
H 1.61 -0.61 5.69
H 1.05 -2.02 3.94
H -0.84 -3.68 1.43
H -0.63 -4.28 -0.22
H -2.25 -3.91 0.38
H -1.70 -3.81 -2.17
H -2.53 -3.04 -4.38
H -2.82 -0.58 -4.75
H -2.23 0.97 -2.95
Se -0.41 1.82 -5.13
Sb 1.06 1.45 -3.27
Se -0.17 2.74 -1.32
Se 1.36 -1.65 -3.53
Se 3.53 -1.84 -3.30
S 5.98 -0.55 1.56
C 4.39 -0.25 0.79
C 3.55 -1.30 0.45
C 2.38 -1.00 -0.22
N 1.99 0.24 -0.51
C 2.80 1.24 -0.16
C 4.01 1.04 0.48
C 6.87 -0.62 -0.02
C 6.93 -1.81 -0.72
C 7.61 -1.80 -1.93
N 8.19 -0.72 -2.43
C 8.12 0.40 -1.75
C 7.48 0.52 -0.53
H 3.80 -2.32 0.69
H 1.73 -1.80 -0.54
H 2.46 2.25 -0.37
H 4.65 1.87 0.74
H 6.48 -2.71 -0.34
H 7.69 -2.70 -2.52
H 8.61 1.26 -2.20
H 7.45 1.45 0.01
Te -2.65 1.38 1.51
C -3.61 3.15 0.79
C -4.38 3.85 1.71
C -5.16 4.91 1.28
C -5.16 5.27 -0.06
C -4.35 4.60 -0.96
C -3.57 3.54 -0.53
C -4.21 0.15 0.73
C -4.74 0.37 -0.53
C -5.77 -0.43 -0.99
C -6.25 -1.46 -0.20
C -5.71 -1.69 1.05
C -4.69 -0.89 1.52
H -4.37 3.56 2.75
H -5.77 5.44 1.99
H -5.79 6.08 -0.40
H -4.33 4.89 -2.00
H -2.92 3.04 -1.24
H -4.36 1.18 -1.14
H -6.19 -0.25 -1.97
H -7.05 -2.09 -0.57
H -6.08 -2.50 1.67
H -4.28 -1.06 2.50
*
```

---

Record 2
# C32H31MnN6O3PS2

C32H31MnN6O3PS2 as an isolated structure (ωB97M-V with the def2-TZVPD basis set, the Open Molecules 2025 dataset).

LUMO (alpha / beta): -0.48 / -0.49 eV
energy above the lowest of the compared OMol25 structures with the same formula, charge and spin: 7.1 kcal/mol
frontier orbital gap (alpha / beta): 6.43 / 6.29 eV

The geometry in ORCA input format:
```
! RIJCOSX wB97M-V def2-TZVPD def2/J DEFGRID3
* xyz 0 2
Mn 0.11 0.43 0.35
O 0.47 -2.30 1.30
C -0.01 -1.19 1.57
C -0.89 -1.15 2.80
C -0.82 -2.10 3.82
C -1.68 -2.03 4.89
C -2.65 -1.02 4.96
C -2.74 -0.08 3.94
C -1.86 -0.15 2.87
P -1.83 0.99 1.44
C -3.26 0.45 0.42
C -3.82 -0.82 0.53
C -4.76 -1.26 -0.40
C -5.16 -0.43 -1.43
C -4.63 0.84 -1.54
C -3.68 1.28 -0.63
C -2.47 2.55 2.18
C -3.82 2.91 2.14
C -4.26 4.06 2.77
C -3.36 4.87 3.45
C -2.02 4.52 3.50
C -1.58 3.36 2.87
H -0.07 -2.88 3.74
H -1.62 -2.76 5.69
H -3.32 -0.98 5.80
H -3.49 0.70 3.99
H -3.53 -1.46 1.35
H -5.19 -2.25 -0.29
H -5.90 -0.78 -2.15
H -4.94 1.50 -2.34
H -3.25 2.27 -0.72
H -4.54 2.28 1.63
H -5.31 4.33 2.73
H -3.71 5.78 3.93
H -1.31 5.14 4.03
H -0.53 3.10 2.93
C -1.17 3.04 -3.54
O -1.39 1.62 -3.41
C -0.93 1.09 -2.28
O -0.36 1.72 -1.40
N -1.16 -0.24 -2.22
N -0.80 -0.90 -1.04
H -1.64 3.31 -4.47
H -0.10 3.25 -3.57
H -1.62 3.57 -2.70
H -1.72 -0.69 -2.92
H -0.13 -1.63 -1.24
H -1.62 -1.31 -0.61
N 6.05 -1.94 -2.72
C 5.36 -0.83 -3.05
S 5.82 0.15 -4.28
C 4.14 -0.58 -2.22
C 3.48 -1.59 -1.54
C 2.36 -1.30 -0.78
N 1.86 -0.06 -0.67
C 2.51 0.92 -1.31
C 3.62 0.71 -2.09
H 6.91 -2.10 -3.21
H 5.91 -2.39 -1.83
H 3.78 -2.63 -1.61
H 1.84 -2.05 -0.19
H 2.12 1.92 -1.14
H 4.11 1.54 -2.58
C 3.98 -2.22 2.62
C 4.02 -0.77 2.22
C 5.20 -0.13 1.85
C 5.09 1.20 1.49
N 3.93 1.85 1.46
C 2.84 1.15 1.81
S 1.28 1.94 1.67
N 2.86 -0.12 2.22
H 4.94 -2.55 3.01
H 3.73 -2.83 1.75
H 3.20 -2.37 3.36
H 6.15 -0.64 1.86
H 5.97 1.77 1.21
*
```

---

Record 3
# C32H31N4

A 2-piece molecular cluster, C32H31N4 overall (ωB97M-V with the def2-TZVPD basis set, the Open Molecules 2025 dataset).

LUMO: -5.58 eV
energy above the lowest of the compared OMol25 structures with the same formula, charge and spin: 0.0 kcal/mol
frontier orbital gap: 5.16 eV

The geometry in ORCA input format:
```
! RIJCOSX wB97M-V def2-TZVPD def2/J DEFGRID3
* xyz 1 1
C 1.65 -2.81 -1.03
C 2.92 -3.46 -1.22
C 4.13 -2.72 -1.35
C 5.36 -3.37 -1.52
C 5.41 -4.78 -1.57
C 4.22 -5.52 -1.50
C 3.00 -4.88 -1.31
C 0.47 -3.45 -1.39
C -0.77 -2.85 -1.32
C -2.00 -3.55 -1.43
C -3.21 -2.80 -1.46
C -4.44 -3.43 -1.55
C -4.50 -4.84 -1.62
C -3.33 -5.61 -1.59
C -2.09 -4.98 -1.49
H 1.64 -1.78 -0.66
H 4.08 -1.63 -1.34
H 6.28 -2.79 -1.62
H 6.36 -5.29 -1.70
H 4.24 -6.62 -1.59
H 2.09 -5.47 -1.21
H 0.50 -4.47 -1.76
H -0.81 -1.76 -1.18
H -3.12 -1.71 -1.41
H -5.35 -2.83 -1.57
H -5.47 -5.33 -1.69
H -3.38 -6.70 -1.64
H -1.17 -5.58 -1.47
N -2.37 0.60 -1.05
N -1.50 1.28 -0.73
N -0.44 1.93 -0.58
C -0.37 2.73 0.64
C 0.93 3.57 0.51
C 1.09 4.85 1.05
C 2.28 5.56 0.86
C 3.32 5.00 0.11
C 3.17 3.72 -0.44
C 1.97 3.03 -0.25
C -1.61 3.64 0.72
C -2.13 4.11 -0.49
C -3.30 4.89 -0.51
C -3.86 5.32 0.70
C -3.29 4.93 1.91
C -2.16 4.10 1.92
C -0.28 1.72 1.80
C 0.99 0.85 1.94
C 0.52 -0.33 2.79
C -1.02 -0.33 2.73
N -1.30 0.71 1.78
H 0.28 5.30 1.63
H 2.40 6.56 1.28
H 4.26 5.54 -0.03
H 3.97 3.25 -1.03
H 1.82 2.06 -0.73
H -1.62 3.88 -1.43
H -3.73 5.17 -1.48
H -4.75 5.95 0.69
H -3.70 5.28 2.86
H -1.70 3.81 2.87
H -0.35 2.31 2.76
H 1.31 0.52 0.95
H 1.81 1.42 2.38
H 0.93 -1.27 2.44
H 0.84 -0.19 3.83
H -1.43 -1.29 2.38
H -1.44 -0.18 3.75
H -2.28 1.01 1.69
*
```

---

Molecular weight readings, ordered: 1321.19; 697.69; 471.63 g mol⁻¹